{"formula": "C24H45ClLaP2", "method": "ωB97M-V/def2-TZVPD", "e_homo_ha": -0.3917, "homo_lumo_gap_ev": 7.389, "total_charge": 1, "lumo_energy_ha": -0.120, "mol_weight_g_mol": 569.93, "e_above_lowest_kcal_mol": 0.0, "symbols": ["La", "C", "C", "C", "C", "C", "C", "H", "H", "H", "C", "H", "H", "H", "C", "H", "H", "H", "C", "H", "H", "H", "C", "H", "H", "H", "C", "C", "C", "C", "C", "C", "C", "C", "H", "H", "H", "H", "H", "H", "H", "H", "H", "H", "H", "H", "P", "C", "H", "H", "H", "C", "H", "H", "H", "C", "H", "H", "H", "P", "C", "H", "H", "H", "C", "H", "H", "H", "C", "H", "H", "H", "Cl"], "coordinates": [[0.520, -0.955, -1.777], [1.314, -3.462, -1.562], [0.283, -3.566, -0.594], [-0.717, -2.987, -2.584], [0.690, -3.148, -2.832], [-0.944, -3.246, -1.204], [2.768, -3.453, -1.232], [3.089, -2.513, -0.733], [3.387, -3.606, -2.128], [2.988, -4.269, -0.526], [1.424, -2.439, -3.911], [2.415, -2.884, -4.066], [1.638, -1.326, -3.713], [0.846, -2.402, -4.845], [-1.655, -2.184, -3.403], [-1.398, -2.210, -4.459], [-1.710, -1.084, -3.100], [-2.657, -2.592, -3.286], [-2.231, -3.165, -0.459], [-2.344, -4.041, 0.204], [-3.092, -3.164, -1.142], [-2.309, -2.267, 0.176], [0.416, -4.014, 0.811], [0.057, -5.044, 0.947], [-0.177, -3.391, 1.490], [1.447, -3.980, 1.153], [1.172, 3.242, 1.228], [1.836, 2.471, 2.102], [1.459, 2.209, 3.524], [-0.009, 2.398, 3.992], [-1.026, 1.722, 3.103], [-1.616, 2.188, 1.986], [-1.401, 3.540, 1.365], [0.021, 4.133, 1.577], [2.107, 2.837, 4.169], [-0.240, 3.456, 4.197], [1.743, 1.161, 3.754], [0.107, 4.423, 2.635], [1.516, 3.348, 0.192], [2.757, 1.946, 1.812], [0.101, 5.018, 0.925], [-1.635, 3.478, 0.292], [-2.392, 1.568, 1.502], [-2.116, 4.262, 1.783], [-0.078, 1.833, 4.950], [-1.340, 0.738, 3.496], [3.275, 0.546, -3.609], [4.434, -0.319, -4.797], [5.210, 0.380, -5.136], [3.889, -0.681, -5.677], [4.922, -1.164, -4.296], [2.933, 1.933, -4.797], [3.873, 2.382, -5.143], [2.334, 2.697, -4.291], [2.384, 1.553, -5.667], [4.639, 1.415, -2.725], [5.333, 1.866, -3.442], [5.188, 0.703, -2.105], [4.226, 2.199, -2.089], [-3.609, 0.281, -3.180], [-5.189, -0.603, -2.794], [-6.047, -0.088, -3.239], [-5.317, -0.640, -1.709], [-5.149, -1.625, -3.182], [-4.228, 1.994, -2.904], [-5.170, 2.161, -3.438], [-3.474, 2.701, -3.264], [-4.383, 2.148, -1.831], [-3.853, 0.260, -5.021], [-4.813, 0.718, -5.288], [-3.830, -0.772, -5.390], [-3.040, 0.828, -5.488], [1.043, -0.495, 0.778]], "lowdin_charge": [1.642, -0.321, -0.301, -0.368, -0.373, -0.298, -0.039, 0.079, 0.085, 0.096, -0.123, 0.100, -0.066, 0.100, -0.129, 0.089, -0.052, 0.086, -0.018, 0.099, 0.080, 0.095, -0.038, 0.105, 0.081, 0.078, -0.136, -0.170, -0.198, -0.198, -0.120, -0.130, -0.193, -0.199, 0.122, 0.106, 0.110, 0.098, 0.092, 0.091, 0.112, 0.097, 0.095, 0.115, 0.113, 0.105, 0.787, -0.285, 0.049, 0.043, 0.041, -0.299, 0.050, 0.036, 0.041, -0.301, 0.047, 0.044, 0.040, 0.804, -0.294, 0.046, 0.036, 0.033, -0.313, 0.042, 0.035, 0.036, -0.293, 0.046, 0.036, 0.035, -0.143]}

---

{"formula": "C24H45ClMnN3O4Si", "method": "ωB97M-V/def2-TZVPD", "e_homo_ha": [-0.0313, -0.1477], "homo_lumo_gap_ev": [3.121, 6.289], "spin_multiplicity": 6, "total_charge": -1, "lumo_energy_ha": [0.083, 0.083], "mol_weight_g_mol": 558.12, "e_above_lowest_kcal_mol": 12.1, "symbols": ["O", "C", "C", "C", "H", "C", "H", "C", "H", "C", "H", "C", "H", "H", "C", "C", "H", "H", "H", "C", "C", "H", "H", "H", "H", "Mn", "Cl", "C", "O", "N", "C", "C", "H", "H", "H", "H", "H", "H", "H", "H", "H", "C", "C", "N", "H", "C", "O", "H", "H", "H", "H", "H", "H", "C", "C", "N", "H", "C", "O", "H", "H", "H", "H", "C", "Si", "C", "C", "C", "H", "H", "H", "H", "H", "H", "H", "H", "H", "H", "H"], "coordinates": [[1.927, -0.944, -3.222], [0.848, -0.549, -3.642], [0.394, 0.863, -3.880], [0.859, 1.939, -3.096], [1.194, 1.738, -2.081], [0.839, 3.228, -3.633], [1.265, 4.050, -3.058], [0.285, 3.466, -4.893], [0.345, 4.451, -5.342], [-0.401, 2.427, -5.547], [-0.911, 2.619, -6.488], [-0.434, 1.147, -4.983], [-1.080, 0.345, -5.371], [-0.001, -1.261, -3.783], [-2.306, -2.003, -1.816], [-2.187, -0.733, -1.064], [-2.963, -1.904, -2.689], [-2.681, -2.848, -1.246], [-1.310, -2.253, -2.205], [-2.591, 0.405, -1.670], [-4.058, 0.577, -1.977], [-1.915, 1.220, -1.938], [-4.303, 0.971, -2.974], [-4.582, 1.199, -1.241], [-4.494, -0.431, -1.907], [-1.280, -0.765, 0.618], [-3.411, -0.116, 1.340], [-1.284, -0.511, 3.507], [-0.671, -1.128, 2.591], [-1.203, -0.813, 4.803], [-0.482, -1.985, 5.288], [-2.072, -0.129, 5.751], [-1.941, 0.334, 3.257], [0.174, -2.394, 4.515], [-1.197, -2.745, 5.629], [0.102, -1.692, 6.166], [-2.436, 0.797, 5.291], [-1.510, 0.101, 6.665], [-2.928, -0.768, 6.016], [5.055, 0.921, -1.685], [4.867, 1.433, 0.734], [3.961, 1.032, -1.708], [3.779, 1.284, 0.746], [3.378, 0.568, -0.459], [3.549, 0.444, -2.536], [2.830, -0.678, -0.371], [2.188, -1.098, 0.594], [3.488, 0.709, 1.628], [2.996, -1.285, -1.282], [3.713, 2.091, -1.865], [3.298, 2.274, 0.779], [-0.040, -6.038, 0.905], [2.102, -5.843, -0.643], [-0.538, -5.430, 0.139], [1.484, -5.192, -1.279], [0.436, -4.550, -0.494], [-1.329, -4.831, 0.589], [0.391, -3.225, -0.343], [-0.503, -2.637, 0.331], [2.117, -4.425, -1.735], [1.181, -2.658, -0.853], [-0.950, -6.108, -0.619], [1.045, -5.818, -2.070], [0.733, 4.098, 1.120], [-0.060, 2.526, 1.786], [1.054, 1.971, 3.190], [-1.773, 2.935, 2.416], [-0.247, 1.166, 0.469], [0.676, 4.875, 1.896], [0.217, 4.480, 0.229], [1.794, 3.967, 0.865], [0.960, 0.900, 3.404], [2.110, 2.186, 2.980], [0.773, 2.530, 4.093], [-2.154, 3.819, 1.885], [-2.480, 2.115, 2.238], [-1.736, 3.158, 3.490], [0.755, 0.801, 0.166], [-0.722, 1.627, -0.419]], "mulliken_spin": [0.169, 0.429, 0.054, 0.163, 0.069, -0.135, -0.011, 0.237, 0.032, -0.092, -0.005, 0.048, 0.009, 0.015, 0.048, -0.650, -0.010, -0.004, -0.032, 0.304, -0.072, 0.045, 0.007, 0.025, 0.004, 4.242, 0.048, 0.016, 0.002, 0.002, 0.000, 0.000, -0.015, -0.001, 0.001, 0.000, 0.000, 0.000, 0.000, 0.001, 0.000, 0.007, 0.000, -0.003, -0.001, 0.017, 0.010, 0.000, -0.009, 0.000, 0.000, 0.000, 0.000, 0.001, -0.001, 0.001, -0.001, 0.008, 0.079, 0.001, 0.005, 0.000, -0.001, 0.002, 0.001, 0.000, 0.007, 0.163, -0.001, 0.002, 0.001, 0.002, 0.000, 0.000, -0.001, -0.001, 0.000, -0.211, -0.023]}

---

{"formula": "C24H45F6N5NbO9P2", "method": "ωB97M-V/def2-TZVPD", "e_homo_ha": -0.1655, "homo_lumo_gap_ev": 6.417, "total_charge": -1, "lumo_energy_ha": 0.070, "mol_weight_g_mol": 816.49, "symbols": ["C", "C", "O", "P", "O", "C", "C", "Nb", "C", "O", "N", "O", "C", "C", "N", "N", "N", "C", "C", "C", "C", "N", "C", "P", "C", "C", "O", "C", "C", "H", "H", "H", "H", "H", "H", "H", "H", "H", "H", "H", "H", "H", "H", "H", "H", "H", "H", "H", "H", "H", "H", "H", "H", "H", "H", "H", "H", "H", "H", "H", "H", "H", "H", "H", "C", "C", "O", "C", "O", "C", "F", "F", "F", "H", "H", "H", "H", "H", "C", "C", "O", "C", "O", "C", "F", "F", "F", "H", "H", "H", "H", "H"], "coordinates": [[6.503, -1.504, -2.873], [5.863, -0.339, -3.622], [4.501, -0.229, -3.194], [3.441, -0.412, -4.386], [3.628, 0.681, -5.355], [1.802, -0.320, -3.664], [1.798, -0.070, -2.126], [1.998, -1.950, -0.836], [-0.040, -2.565, -1.719], [-0.928, -3.252, -0.790], [-2.085, -2.535, -0.602], [-2.652, -2.852, 0.387], [0.741, -1.080, 0.876], [1.189, 0.152, 1.637], [-0.044, 0.568, 2.461], [1.514, 1.288, 0.818], [2.283, -0.112, 2.589], [2.088, -4.062, 0.039], [2.075, -5.179, -0.798], [2.136, -6.426, -0.204], [2.205, -6.518, 1.163], [2.191, -5.494, 2.019], [2.131, -4.302, 1.402], [4.247, -1.355, 0.083], [4.784, 0.393, 0.111], [4.845, -2.211, 1.589], [3.814, -1.805, -5.104], [2.924, -2.925, -5.059], [3.754, -4.180, -4.796], [5.762, -2.297, -2.826], [7.427, -1.838, -3.332], [6.650, -1.188, -1.845], [6.383, 0.578, -3.355], [5.959, -0.437, -4.698], [1.340, 0.538, -4.143], [1.154, -1.167, -3.870], [0.800, 0.321, -1.909], [2.505, 0.701, -1.824], [2.795, -2.683, -2.322], [-0.533, -1.636, -2.013], [0.087, -3.148, -2.632], [0.502, -1.844, 1.617], [-0.224, -0.811, 0.435], [0.268, 1.221, 3.172], [-0.471, -0.244, 2.888], [1.601, 2.109, 1.399], [0.809, 1.413, 0.109], [2.741, 0.757, 2.833], [1.857, -0.510, 3.411], [2.028, -5.053, -1.868], [2.131, -7.331, -0.796], [2.280, -7.509, 1.603], [2.145, -3.437, 2.059], [5.873, 0.412, 0.232], [4.572, 0.922, -0.807], [4.394, 0.901, 0.986], [4.942, -3.272, 1.377], [5.850, -1.864, 1.828], [4.202, -2.100, 2.455], [2.457, -3.037, -6.036], [2.183, -2.872, -4.271], [3.833, -4.280, -3.712], [3.261, -5.079, -5.153], [4.768, -4.064, -5.162], [-3.913, 1.333, 0.797], [-4.342, 2.101, 2.026], [-3.418, 3.173, 2.324], [-3.567, 4.283, 1.632], [-4.383, 4.501, 0.786], [-2.544, 5.327, 2.108], [-1.327, 4.804, 2.244], [-2.915, 5.823, 3.301], [-2.466, 6.342, 1.253], [-2.889, 0.973, 0.912], [-4.571, 0.480, 0.631], [-3.939, 1.966, -0.090], [-4.329, 1.454, 2.900], [-5.352, 2.499, 1.926], [-6.767, 6.143, 2.634], [-7.524, 5.750, 3.883], [-8.905, 5.458, 3.588], [-9.150, 4.250, 3.104], [-8.349, 3.390, 2.892], [-10.661, 4.081, 2.885], [-11.191, 5.151, 2.283], [-11.283, 3.920, 4.060], [-10.916, 3.017, 2.134], [-7.258, 6.979, 2.135], [-5.748, 6.433, 2.885], [-6.723, 5.320, 1.922], [-7.543, 6.575, 4.592], [-7.063, 4.899, 4.381]], "lowdin_charge": [-0.077, -0.281, -0.261, 0.484, -0.292, -0.317, -0.383, 1.441, -0.334, -0.195, -0.101, -0.006, -0.280, -0.744, 0.031, 0.082, 0.064, -0.303, -0.137, -0.103, -0.198, 0.055, -0.232, 0.731, -0.361, -0.373, -0.205, -0.303, -0.082, 0.059, 0.070, 0.044, 0.114, 0.101, 0.078, 0.052, 0.025, 0.016, -0.059, 0.028, 0.028, 0.042, 0.027, 0.046, 0.049, 0.069, 0.063, 0.058, 0.067, 0.068, 0.090, 0.090, 0.068, 0.021, 0.010, 0.001, 0.014, 0.019, 0.003, 0.114, 0.046, 0.044, 0.069, 0.072, -0.050, -0.184, 0.039, -0.416, 0.157, -0.552, 0.173, 0.151, 0.171, 0.075, 0.086, 0.078, 0.125, 0.118, -0.051, -0.189, 0.035, -0.404, 0.172, -0.553, 0.166, 0.165, 0.177, 0.087, 0.078, 0.071, 0.124, 0.126]}

---

{"formula": "C24H45FeNO2P2", "method": "ωB97M-V/def2-TZVPD", "e_homo_ha": [-0.3551, -0.3856], "homo_lumo_gap_ev": [6.093, 4.682], "spin_multiplicity": 6, "total_charge": 1, "lumo_energy_ha": [-0.131, -0.214], "mol_weight_g_mol": 497.42, "symbols": ["Fe", "C", "C", "C", "C", "C", "C", "H", "H", "H", "C", "H", "H", "H", "C", "H", "H", "H", "C", "H", "H", "H", "C", "H", "H", "H", "C", "C", "C", "C", "C", "C", "C", "C", "H", "H", "H", "H", "H", "H", "H", "H", "H", "H", "H", "H", "P", "C", "H", "H", "H", "C", "H", "H", "H", "C", "H", "H", "H", "P", "C", "H", "H", "H", "C", "H", "H", "H", "C", "H", "H", "H", "O", "N", "O"], "coordinates": [[-0.291, -0.030, -0.978], [-1.777, 1.573, 0.057], [-2.308, 0.726, -0.991], [-1.935, -0.566, 0.920], [-1.708, 0.791, 1.246], [-2.358, -0.632, -0.460], [-1.733, 3.061, -0.009], [-1.382, 3.400, -0.997], [-1.086, 3.490, 0.772], [-2.758, 3.443, 0.156], [-1.595, 1.277, 2.632], [-1.403, 2.348, 2.685], [-0.816, 0.741, 3.188], [-2.530, 1.099, 3.181], [-2.079, -1.643, 1.933], [-3.104, -1.612, 2.351], [-1.376, -1.492, 2.770], [-1.915, -2.634, 1.485], [-3.025, -1.775, -1.143], [-4.112, -1.588, -1.188], [-2.863, -2.722, -0.610], [-2.653, -1.889, -2.175], [-2.776, 1.159, -2.329], [-3.795, 1.571, -2.315], [-2.765, 0.321, -3.030], [-2.114, 1.919, -2.762], [1.565, 0.506, -3.042], [0.508, 1.320, -3.255], [-0.118, 1.480, -4.613], [-1.039, 0.333, -5.122], [-1.094, -0.921, -4.293], [-0.012, -1.704, -4.127], [1.298, -1.406, -4.805], [2.186, -0.289, -4.163], [0.680, 1.628, -5.367], [-0.699, 0.066, -6.139], [-0.714, 2.412, -4.606], [2.472, 0.405, -4.983], [2.149, 0.539, -2.111], [0.196, 2.069, -2.511], [3.130, -0.755, -3.817], [1.897, -2.337, -4.829], [-0.074, -2.696, -3.675], [1.105, -1.105, -5.855], [-2.061, 0.734, -5.221], [-2.090, -1.273, -4.011], [1.620, 1.543, 0.458], [1.475, 2.411, 2.060], [2.347, 3.068, 2.197], [1.463, 1.693, 2.897], [0.572, 3.032, 2.100], [3.310, 0.867, 0.620], [3.997, 1.662, 0.946], [3.664, 0.464, -0.337], [3.333, 0.075, 1.381], [1.873, 3.000, -0.630], [2.135, 2.678, -1.644], [2.662, 3.656, -0.241], [0.940, 3.578, -0.690], [0.900, -2.123, -0.257], [-0.106, -3.451, -0.987], [0.517, -4.320, -1.233], [-0.582, -3.086, -1.903], [-0.893, -3.763, -0.292], [2.456, -2.220, -1.178], [2.278, -2.039, -2.247], [2.914, -3.210, -1.055], [3.154, -1.458, -0.812], [1.285, -2.799, 1.391], [1.736, -3.797, 1.290], [0.372, -2.900, 1.989], [1.975, -2.168, 1.965], [2.849, -0.750, 3.496], [1.787, -0.144, 3.757], [0.747, -0.732, 4.106]], "mulliken_spin": [3.333, 0.085, 0.078, 0.087, 0.027, 0.037, 0.019, 0.002, 0.001, 0.004, -0.013, 0.000, 0.002, 0.006, 0.000, 0.006, 0.003, 0.001, -0.010, 0.000, 0.004, 0.001, 0.061, -0.004, 0.001, -0.006, 0.031, 0.088, 0.032, 0.002, 0.000, 0.019, -0.001, 0.012, -0.001, 0.003, -0.002, 0.000, -0.026, -0.042, 0.001, 0.000, 0.004, 0.001, -0.002, 0.005, 0.047, 0.039, 0.001, -0.007, -0.001, 0.009, -0.001, 0.000, -0.001, 0.003, 0.004, 0.000, 0.000, 0.081, -0.007, 0.001, 0.003, -0.002, 0.000, 0.000, -0.001, 0.001, 0.009, -0.001, 0.005, -0.003, 0.304, 0.336, 0.333]}